# 1
Density functional theory data (ωB97M-V/def2-TZVPD) for a 3-piece molecular cluster, C11H24FNO6P2 overall.

## Properties
Calculated total energy   -46863.7217 eV
LUMO level   0.612 eV
SMILES   CC[C@@H](F)[PH3][PH2]=N.C[C@@H]1COC(=O)O1.C[C@@H]1COC(=O)O1

Each line ends with the Löwdin charge.
Cartesian coordinates (Å):
1 C 0.86211 2.54753 -0.09781  -0.10
2 C 1.07920 3.76664 -1.00619  -0.26
3 C 0.34433 4.98566 -0.49997  -0.56
4 F 0.60963 6.06339 -1.35571  -0.10
5 P -1.53463 4.78437 -0.54520  0.69
6 P -3.82262 4.40134 -0.83139  0.45
7 N -4.05233 3.91458 -2.30638  -0.40
8 H 1.78613 1.98532 0.04128  0.08
9 H 0.51438 2.82323 0.89999  0.07
10 H 0.12653 1.85515 -0.51299  0.06
11 H 2.14009 4.00338 -1.11254  0.11
12 H 0.71023 3.56477 -2.01833  0.10
13 H 0.67107 5.27636 0.50588  0.12
14 H -1.74972 6.17143 -0.38857  -0.01
15 H -1.50520 4.27488 -1.88735  0.00
16 H -1.55342 4.00642 0.64852  -0.02
17 H -4.14888 3.46542 0.19641  -0.07
18 H -4.56192 5.51615 -0.35211  -0.06
19 H -4.80215 4.34310 -2.82947  -0.06
20 C -0.21473 -2.55802 -2.44806  -0.01
21 C -0.63137 -2.17516 -1.05611  -0.31
22 C -1.46325 -0.91268 -0.91210  -0.08
23 O -1.07696 -0.43452 0.38563  0.05
24 C 0.15260 -0.91757 0.66455  -0.58
25 O 0.81466 -0.59450 1.60174  0.15
26 O 0.52802 -1.81927 -0.26423  0.07
27 H 0.48906 -3.38797 -2.41256  0.09
28 H -1.08905 -2.87756 -3.01630  0.10
29 H 0.25146 -1.71493 -2.95873  0.09
30 H -1.11988 -3.01042 -0.54587  0.16
31 H -2.53725 -1.07191 -0.92244  0.14
32 H -1.18580 -0.16429 -1.65911  0.13
33 C 3.58061 -3.69572 2.12101  -0.01
34 C 2.10742 -3.86177 1.87714  -0.32
35 C 1.28226 -4.41373 3.02404  -0.08
36 O 0.21890 -5.08608 2.33630  0.06
37 C 0.65548 -5.41549 1.09689  -0.58
38 O 0.05616 -6.10397 0.33288  0.15
39 O 1.86142 -4.86271 0.86110  0.08
40 H 4.08927 -3.44469 1.19162  0.09
41 H 3.74030 -2.88037 2.82744  0.09
42 H 4.01638 -4.61024 2.52530  0.09
43 H 1.66142 -2.93523 1.51789  0.12
44 H 0.85634 -3.65416 3.67341  0.14
45 H 1.84366 -5.14614 3.61047  0.14

---

# 2
Density functional theory data (ωB97M-V/def2-TZVPD) for C11H24N2O11P2Re as an isolated structure in a non-equilibrium geometry.

## Properties
Calculated total energy   -57996.5114 eV
2S+1   2
Expectation value of S²   0.755
Charge   +2
LUMO level (alpha / beta)   -7.920 / -7.514 eV

Each line ends with the Löwdin charge.
Cartesian coordinates (Å):
1 Re -0.32672 0.29247 -0.55526  1.79
2 C -0.22631 1.42933 -3.39193  -0.13
3 C -0.25372 2.69908 -2.59738  -0.09
4 O -0.55366 2.33384 -1.22318  -0.27
5 C -0.00780 3.21116 -0.20873  -0.11
6 C 1.42830 2.84173 0.00816  -0.11
7 O 1.48354 1.40459 0.12643  -0.27
8 C 2.82658 0.88147 -0.04966  -0.11
9 C 2.70882 -0.60283 -0.04406  -0.14
10 O 1.77902 -1.00196 -1.05546  -0.22
11 C 2.26157 -1.02514 -2.40139  -0.12
12 C 1.09075 -0.64478 -3.25451  -0.10
13 O 0.59046 0.54247 -2.61310  -0.27
14 H 0.22409 1.60696 -4.36804  0.16
15 H -1.21801 1.00186 -3.52140  0.13
16 H -1.02165 3.37882 -2.95976  0.16
17 H 0.71716 3.19127 -2.62217  0.14
18 H -0.60724 3.03205 0.67801  0.13
19 H -0.10977 4.25238 -0.50871  0.16
20 H 1.80385 3.30553 0.91975  0.16
21 H 2.06277 3.14467 -0.82536  0.14
22 H 3.45513 1.21205 0.77694  0.16
23 H 3.22183 1.27622 -0.98665  0.14
24 H 2.27387 -0.93139 0.89819  0.12
25 H 3.68528 -1.07068 -0.17580  0.16
26 H 2.60258 -2.03038 -2.64800  0.16
27 H 3.08459 -0.32104 -2.53423  0.14
28 H 0.31512 -1.41126 -3.25572  0.15
29 H 1.39932 -0.42330 -4.27478  0.15
30 N -0.38101 -2.52025 3.52773  0.19
31 C -1.34499 -1.71777 2.66203  -0.47
32 C -2.76471 -1.81510 3.21408  -0.05
33 P -0.62351 -0.03505 2.54162  0.38
34 O -1.32190 0.67257 3.76723  -0.07
35 O 0.84688 -0.18495 2.62943  -0.27
36 O -1.14816 0.67516 1.25141  -0.40
37 P -1.16171 -2.51854 0.98314  0.39
38 O -2.58481 -2.41934 0.29536  -0.09
39 O -0.65631 -3.87443 1.24898  -0.23
40 O -0.25727 -1.57305 0.17063  -0.42
41 H -0.72177 -2.62720 4.48327  0.18
42 H 0.52899 -2.04267 3.53809  0.14
43 H -0.26832 -3.44334 3.07404  0.13
44 H -2.83021 -1.37094 4.20744  0.09
45 H -3.09014 -2.85639 3.26664  0.10
46 H -3.45376 -1.27939 2.56429  0.10
47 H -1.10135 1.59057 3.96074  0.11
48 H -3.09424 -3.24044 0.33075  0.12
49 O -4.21483 -0.52913 -1.94037  0.24
50 C -3.11342 -0.33617 -1.67065  -0.35
51 N -1.93319 -0.12933 -1.43805  -0.04

---

# 3
Density functional theory data (ωB97M-V/def2-TZVPD) for a 3-piece molecular cluster, C11H24N4O6 overall in a non-equilibrium geometry.

## Properties
Calculated total energy   -30037.7947 eV
LUMO level   0.592 eV
SMILES   [H]/N=C(/C)CN(COO)C(=O)O.CN(C)C=O.CN(C)C=O

Each line ends with the Löwdin charge.
Cartesian coordinates (Å):
1 C -0.71008 -1.37255 -1.69265  -0.03
2 C -0.15870 -0.87305 -0.38137  -0.41
3 N 0.72533 -1.53441 0.19552  0.18
4 C -0.75427 0.39541 0.18947  -0.10
5 N 0.03394 1.62352 -0.03629  0.00
6 C -0.26085 2.28350 -1.28752  -0.17
7 O -1.26295 3.28013 -1.06222  -0.12
8 O -0.59673 4.51881 -0.96171  -0.03
9 C 1.41313 1.47240 0.16362  -0.59
10 O 2.19306 1.20825 -0.65780  0.18
11 O 1.79044 1.68352 1.46421  0.10
12 H -0.32559 -0.83372 -2.54455  0.08
13 H -0.47295 -2.41641 -1.74831  0.07
14 H -1.78674 -1.29836 -1.58783  0.08
15 H 0.92358 -1.04344 1.07480  0.06
16 H -1.70396 0.54867 -0.29642  0.11
17 H -0.97262 0.27276 1.23666  0.11
18 H -0.68440 1.62735 -2.03636  0.13
19 H 0.60771 2.80447 -1.63747  0.13
20 H -0.74051 4.88996 -1.84073  0.10
21 H 2.27281 2.51780 1.45014  0.12
22 C -4.57496 -0.15750 1.79820  -0.35
23 O -3.67601 -0.93042 1.52473  0.01
24 N -4.47118 0.89095 2.63664  -0.20
25 C -5.59376 1.76541 2.91445  -0.06
26 C -3.19631 1.15396 3.28336  -0.03
27 H -5.58541 -0.26176 1.36609  0.13
28 H -5.34910 2.78810 2.62075  0.09
29 H -5.82421 1.74655 3.98161  0.09
30 H -6.47055 1.43985 2.35915  0.08
31 H -2.42901 1.33257 2.53098  0.08
32 H -2.89844 0.29135 3.88081  0.10
33 H -3.28273 2.02746 3.92384  0.09
34 C 3.21932 -3.41289 -1.99343  -0.36
35 O 2.19351 -2.90078 -2.38873  0.01
36 N 4.36583 -2.74507 -1.75776  -0.20
37 C 5.56209 -3.40850 -1.28327  -0.07
38 C 4.39146 -1.30946 -1.98769  -0.04
39 H 3.29674 -4.49508 -1.78480  0.13
40 H 5.86288 -2.98984 -0.32025  0.09
41 H 6.37469 -3.27032 -2.00044  0.09
42 H 5.37798 -4.47381 -1.16120  0.08
43 H 3.64562 -0.81945 -1.36177  0.07
44 H 4.15356 -1.09820 -3.03127  0.09
45 H 5.37834 -0.91774 -1.75320  0.08

---

# 4
Density functional theory data (ωB97M-V/def2-TZVPD) for a 2-piece molecular cluster, C11H24NO5S3 overall.

## Properties
Calculated total energy   -56020.5716 eV
Charge   +1
LUMO level   -4.361 eV

Each line ends with the Löwdin charge.
Cartesian coordinates (Å):
1 C 1.09287 1.20723 -0.00863  -0.02
2 C 0.60231 0.47230 1.22801  -0.28
3 C 1.49228 -0.72949 1.56316  -0.10
4 O 2.63419 -0.36052 2.34315  0.04
5 C 2.84071 -1.07589 3.45944  -0.56
6 O 3.93492 -1.44314 3.77553  0.16
7 C 1.67129 -1.37830 4.39234  -0.40
8 S 1.70674 -0.23291 5.79285  0.71
9 S -0.00590 0.88584 5.61004  0.76
10 O 0.63491 1.40984 2.35863  -0.06
11 C -0.54922 2.07676 2.53525  -0.60
12 O -1.52451 1.53001 2.99025  0.09
13 C -0.51901 3.54544 2.18538  -0.41
14 S 0.62135 4.44061 3.29771  0.79
15 H 2.02895 1.73951 0.18825  0.10
16 H 1.21530 0.52845 -0.85739  0.08
17 H 0.34612 1.95286 -0.31066  0.08
18 H -0.40696 0.07988 1.06998  0.15
19 H 0.93040 -1.54185 2.03470  0.13
20 H 1.87693 -1.09683 0.60514  0.15
21 H 1.85803 -2.36319 4.83223  0.11
22 H 0.69545 -1.38946 3.89761  0.07
23 H 0.31522 1.87125 4.71014  -0.07
24 H -0.84316 0.13608 4.86239  -0.03
25 H -1.49549 4.00568 2.33767  0.09
26 H -0.15946 3.68611 1.16455  0.08
27 H 1.78098 4.23302 2.65881  -0.12
28 C 0.28994 -1.50496 -4.13764  -0.07
29 C -0.83126 -1.74931 -3.13231  -0.43
30 C -2.17868 -2.11102 -3.77034  -0.21
31 O -2.87118 -1.02176 -4.34198  -0.19
32 C -2.45564 -0.64469 -5.64367  -0.10
33 N -0.94468 -0.57867 -2.24961  0.04
34 H 0.20780 -0.52560 -4.60843  0.07
35 H 1.25849 -1.54089 -3.63780  0.07
36 H 0.28979 -2.26305 -4.92199  0.08
37 H -0.53591 -2.60480 -2.51690  0.13
38 H -2.83534 -2.48693 -2.98055  0.12
39 H -2.06254 -2.92069 -4.50216  0.12
40 H -2.15493 -1.51441 -6.23431  0.09
41 H -1.63592 0.07684 -5.61268  0.08
42 H -3.30496 -0.16842 -6.13118  0.09
43 H -1.61326 -0.79257 -1.51325  0.07
44 H -1.39698 0.16164 -2.78175  0.08

---

Which of these has the lowest calculated total energy?
C11H24N2O11P2Re

---

What is the formula in the fourth record?
C11H24NO5S3

---

Which of these has the lowest calculated total energy?
C11H24N2O11P2Re

---

The lowest calculated total energy belongs to which entry?
C11H24N2O11P2Re